Density functional theory data (ωB97M-V/def2-TZVPD) for the molecule C18H16N2O3 in a non-equilibrium geometry.

The net charge is 0. The spin multiplicity is 1. Its relative energy (zero: lowest compared OMol25 entry of this formula, charge and spin) is 51.0 kcal per mole. The frontier orbital gap is 7.981 eV.

Each line ends with the Löwdin charge.
Geometry (Å):
C  6.8167  -1.7262  -0.4485  -0.07
O  6.2894  -0.4284  -0.5855  -0.08
C  4.9601  -0.2340  -0.3254  -0.20
C  4.0600  -1.2079  0.0793  0.00
C  2.7356  -0.8854  0.3084  -0.01
C  2.2746  0.4217  0.1383  -0.20
C  0.9112  0.8252  0.3516  0.05
C  -0.1710  0.0999  0.7216  -0.12
C  -0.1994  -1.2767  0.9847  -0.22
N  -0.3280  -2.3982  1.2131  0.18
C  -1.4797  0.8331  0.8415  -0.45
O  -1.5742  2.0153  0.5801  0.07
N  -2.5114  0.0795  1.2782  0.07
C  -3.8574  0.5936  1.3583  -0.12
C  -4.7530  0.1311  0.2317  -0.20
C  -5.8089  0.9391  -0.1719  -0.05
C  -6.6588  0.5350  -1.1852  -0.09
C  -6.4606  -0.6830  -1.8133  -0.10
C  -5.4103  -1.4925  -1.4190  -0.08
C  -4.5630  -1.0902  -0.4006  -0.04
C  3.1909  1.4036  -0.2675  0.06
C  4.5134  1.0921  -0.4988  -0.24
O  5.3791  2.0584  -0.8920  0.08
H  7.8706  -1.6444  -0.7094  0.10
H  6.7238  -2.0872  0.5799  0.10
H  6.3270  -2.4285  -1.1292  0.10
H  4.3819  -2.2274  0.2195  0.11
H  2.0585  -1.6619  0.6222  0.09
H  0.7015  1.8777  0.1892  0.13
H  -2.3684  -0.9025  1.4568  0.11
H  -4.2949  0.2915  2.3181  0.13
H  -3.7786  1.6839  1.3377  0.12
H  -5.9619  1.8931  0.3116  0.11
H  -7.4744  1.1745  -1.4891  0.10
H  -7.1204  -0.9983  -2.6078  0.10
H  -5.2474  -2.4436  -1.9044  0.10
H  -3.7483  -1.7369  -0.1081  0.10
H  2.8740  2.4247  -0.4089  0.13
H  6.2513  1.6569  -1.0063  0.11

=====

Density functional theory data (ωB97M-V/def2-TZVPD) for a cluster of 2 separate species, C18H16N2O4 in total in a non-equilibrium geometry.

The net charge is 0. The spin multiplicity is 1. Its relative energy (zero: lowest compared OMol25 entry of this formula, charge and spin) is 138.3 kcal per mole. The frontier orbital gap is 8.139 eV.

Each line ends with the Löwdin charge.
Geometry (Å):
C  1.2373  3.1554  -2.9790  -0.09
C  0.1191  3.2195  -1.8577  -0.25
N  0.4245  2.4091  -0.6521  0.01
C  0.3797  0.9941  -0.8964  -0.17
C  1.1617  0.1838  -0.1105  0.05
C  1.1745  -1.3547  -0.3524  -0.32
O  1.2544  -2.1574  0.5462  0.08
C  1.0413  -1.7647  -1.8607  -0.06
C  1.7209  -2.9038  -2.4506  0.00
C  1.4934  -3.1530  -3.8770  -0.07
C  0.6022  -2.3416  -4.6836  -0.06
C  -0.0911  -1.1880  -4.1010  0.00
C  0.1624  -0.9126  -2.6936  -0.07
C  -0.5039  0.3255  -2.0027  -0.27
O  -1.6163  0.6847  -2.2980  0.11
H  0.9728  3.9744  -3.7111  0.08
H  2.2619  3.3915  -2.5960  0.08
H  1.2072  2.1991  -3.5607  0.07
H  0.1067  4.2945  -1.5111  0.12
H  -0.8957  3.0260  -2.2791  0.11
H  1.4091  2.5998  -0.4327  0.12
H  1.8067  0.6595  0.6608  0.13
H  2.3921  -3.5072  -1.8049  0.12
H  2.0221  -3.9993  -4.3731  0.10
H  0.4353  -2.5865  -5.7540  0.10
H  -0.7833  -0.5362  -4.6761  0.12
O  -0.1272  1.1899  6.6824  0.07
N  0.2311  0.6883  5.6313  -0.35
O  1.3775  0.6967  5.2183  0.07
C  -0.7885  0.0338  4.8041  -0.15
C  -2.1123  0.0362  5.2232  -0.01
C  -3.0775  -0.5631  4.4266  -0.07
C  -2.7150  -1.1612  3.2254  -0.07
C  -1.3860  -1.1671  2.8199  -0.06
C  -0.4162  -0.5675  3.6099  0.00
H  -2.4041  0.4994  6.1568  0.12
H  -4.1145  -0.5617  4.7402  0.11
H  -3.4720  -1.6238  2.6020  0.11
H  -1.1061  -1.6364  1.8846  0.10
H  0.6158  -0.5753  3.2827  0.11

=====

Density functional theory data (ωB97M-V/def2-TZVPD) for a structure of composition C18H16NNdPSe3Te in a non-equilibrium geometry.

The net charge is +1. The spin multiplicity is 4. The frontier orbital gap (alpha / beta) is 7.128 / 7.144 eV.

Each line ends with the Löwdin charge.
Geometry (Å):
Nd  1.1866  -2.5725  1.4036  0.71
Se  3.7628  -3.8207  1.1709  -0.09
Se  2.6273  -4.3187  3.1417  -0.14
Te  2.4190  -1.9260  4.0392  0.37
Se  -0.1099  -2.2122  4.0321  -0.21
N  -0.9570  -2.5858  -0.2480  -0.03
C  -1.9550  -1.5823  0.0341  -0.31
C  -3.2997  -1.9044  0.0903  -0.02
C  -4.2390  -0.9087  0.2927  -0.07
C  -3.8270  0.3773  0.4594  -0.06
C  -2.4644  0.7492  0.5128  -0.04
C  -1.5191  -0.2406  0.2651  -0.33
P  0.2470  0.0910  0.3690  1.00
C  0.4472  1.8372  0.7999  -0.35
C  0.4361  2.2108  2.1834  -0.09
C  0.7751  3.4797  2.5723  -0.08
C  1.1886  4.4368  1.6501  -0.03
C  1.1939  4.0501  0.2712  -0.06
C  0.8955  2.7742  -0.1706  -0.07
C  0.8844  -0.2915  -1.2954  -0.42
C  2.1564  -0.8374  -1.3638  -0.14
C  2.6829  -1.2184  -2.5949  -0.04
C  1.8870  -1.0790  -3.7305  -0.06
C  0.5857  -0.6186  -3.6585  -0.06
C  0.1053  -0.1668  -2.4469  -0.09
H  -1.2948  -3.5924  -0.2765  0.14
H  -0.5982  -2.4226  -1.1734  0.07
H  -3.6560  -2.8933  -0.0947  0.11
H  -5.2864  -1.1585  0.2948  0.12
H  -4.5889  1.1312  0.6741  0.12
H  -2.1766  1.7199  0.7852  0.09
H  0.0920  1.5344  2.9125  0.09
H  0.8884  3.7652  3.6281  0.12
H  1.4732  5.4302  1.8970  0.10
H  1.4697  4.7913  -0.4224  0.09
H  0.9447  2.5654  -1.2644  0.12
H  2.7271  -1.0296  -0.4522  0.06
H  3.5913  -1.7358  -2.7076  0.10
H  2.2642  -1.5811  -4.6359  0.12
H  -0.0868  -0.5207  -4.5303  0.13
H  -0.8726  0.2734  -2.4136  0.11

=====

Density functional theory data (ωB97M-V/def2-TZVPD) for a structure of composition C18H16NO5STc in a non-equilibrium geometry.

The net charge is -1. The spin multiplicity is 4. The frontier orbital gap (alpha / beta) is 4.905 / 6.673 eV.

Each line ends with the Löwdin charge.
Geometry (Å):
Tc  0.0866  -0.8304  0.2502  1.27
O  6.9320  0.7732  -0.1182  -0.04
C  6.0246  1.6073  -0.0960  -0.72
O  6.0393  2.8381  -0.1001  -0.03
C  4.5921  0.9766  -0.0457  -0.07
C  4.4533  -0.4111  0.1389  0.01
C  3.2047  -0.9717  0.2076  -0.10
N  2.0573  -0.2680  0.0666  -0.08
C  2.2017  1.0884  -0.1321  -0.16
C  3.4388  1.7219  -0.1634  0.06
C  0.9440  1.8514  -0.2806  -0.56
O  0.8884  3.0610  -0.4832  0.07
O  -0.0884  1.0709  -0.1728  -0.40
H  5.3451  -1.0122  0.2243  0.11
H  3.0678  -2.0343  0.3693  0.10
H  3.4607  2.7946  -0.2867  0.13
O  -1.9413  -0.4029  0.6540  -0.64
S  -2.2979  0.9004  -0.0266  1.00
C  -4.1507  0.6982  -0.0318  -0.30
C  -4.4470  -0.2866  -1.1388  -0.25
C  -3.6243  0.1873  -2.3329  -0.23
C  -2.2204  0.4460  -1.8151  -0.28
H  -4.5928  1.6748  -0.2260  0.09
H  -4.4574  0.3479  0.9483  0.09
H  -5.5099  -0.3380  -1.3843  0.11
H  -4.1084  -1.2768  -0.8270  0.12
H  -4.0521  1.1091  -2.7397  0.11
H  -3.6145  -0.5617  -3.1292  0.12
H  -1.7029  1.2426  -2.3456  0.10
H  -1.6132  -0.4697  -1.8204  0.08
C  0.1208  -2.6921  0.3227  -0.19
C  0.0626  -4.0737  0.1944  -0.39
C  0.7224  -4.7171  -0.8830  -0.09
C  0.6593  -6.0785  -1.0501  -0.13
C  -0.0544  -6.8711  -0.1529  -0.14
C  -0.7119  -6.2630  0.9118  -0.13
C  -0.6603  -4.9007  1.0901  -0.09
H  1.2643  -4.0837  -1.5700  0.09
H  1.1647  -6.5420  -1.8869  0.09
H  -0.1092  -7.9419  -0.2843  0.08
H  -1.2663  -6.8728  1.6147  0.09
H  -1.1741  -4.4333  1.9171  0.10

=====

Density functional theory data (ωB97M-V/def2-TZVPD) for a structure of composition C18H17AgBF6N10O4S2 in a non-equilibrium geometry.

The net charge is -1. The spin multiplicity is 1. Its relative energy (zero: lowest compared OMol25 entry of this formula, charge and spin) is 17.8 kcal per mole. The frontier orbital gap is 8.252 eV.

Each line ends with the Löwdin charge.
Geometry (Å):
Ag  -0.3959  -0.0074  0.0526  0.75
F  -1.1478  4.1304  -0.8980  0.13
C  -2.3347  3.8055  -0.3871  -0.63
F  -2.6663  4.8043  0.4450  0.12
F  -3.2299  3.8308  -1.3804  0.12
S  -2.3734  2.1619  0.5642  0.57
O  -1.0279  2.0511  1.0311  -0.33
O  -3.3747  2.3791  1.5561  -0.27
N  -2.8647  1.0714  -0.4366  -0.30
S  -2.0153  0.7813  -1.7127  0.50
O  -0.9817  1.7425  -1.9473  -0.29
O  -1.7635  -0.6030  -1.9553  -0.30
C  -3.3121  1.0466  -3.0714  -0.64
F  -3.8550  2.2564  -3.2438  0.12
F  -4.3249  0.2045  -2.8341  0.12
F  -2.7780  0.7000  -4.2543  0.12
B  2.7631  -2.0771  1.0596  -0.46
N  2.4469  -1.8020  -0.4264  -0.09
C  3.2889  -2.0663  -1.4301  -0.12
C  2.6076  -1.9417  -2.6275  -0.09
C  1.3194  -1.5831  -2.2410  -0.18
N  1.2390  -1.5106  -0.9114  0.00
N  2.0253  -1.1222  2.0168  -0.09
C  2.5394  -0.6386  3.1517  -0.12
C  1.5192  -0.0817  3.9011  -0.09
C  0.3870  -0.2717  3.1136  -0.18
N  0.7094  -0.9029  1.9829  -0.01
H  2.4036  -3.2027  1.3120  0.06
H  3.9368  -1.9405  1.2227  0.06
H  4.3117  -2.3320  -1.2495  0.11
H  2.9836  -2.0950  -3.6210  0.08
H  0.4507  -1.4063  -2.8467  0.09
H  3.5855  -0.7140  3.3737  0.11
H  1.5856  0.3782  4.8680  0.08
H  -0.6359  -0.0118  3.3160  0.10
N  -0.9422  -5.5086  0.6453  0.12
C  -1.6785  -4.3796  0.8400  -0.37
C  -1.0933  -3.1030  0.7286  -0.08
N  -1.8111  -2.0068  0.8615  0.04
C  -3.1170  -2.1482  1.0986  -0.14
C  -3.6821  -3.4052  1.2261  -0.14
N  -2.9772  -4.5237  1.1040  0.10
H  0.0564  -5.4282  0.7219  0.09
H  -1.3685  -6.3805  0.9049  0.09
H  -0.0359  -2.9652  0.5508  0.07
H  -3.7012  -1.2443  1.1931  0.10
H  -4.7301  -3.5457  1.4542  0.10
N  2.7487  6.5387  -1.3195  0.16
C  2.4400  5.4587  -1.0838  -0.19
C  2.1219  4.1199  -0.7741  -0.23
C  1.8134  3.7454  0.5357  0.00
C  1.6044  2.4057  0.8044  -0.14
N  1.6382  1.4529  -0.1256  0.06
C  1.9157  1.8208  -1.3746  -0.13
C  2.1852  3.1233  -1.7509  0.00
H  1.7570  4.4868  1.3184  0.12
H  1.4175  2.0699  1.8142  0.10
H  1.9639  1.0172  -2.0978  0.10
H  2.4537  3.3661  -2.7679  0.12

=====

Density functional theory data (ωB97M-V/def2-TZVPD) for the molecule C18H17Cl2N7O2 in a non-equilibrium geometry.

The net charge is 0. The spin multiplicity is 1. Its relative energy (zero: lowest compared OMol25 entry of this formula, charge and spin) is 0.0 kcal per mole. The frontier orbital gap is 9.067 eV.

Each line ends with the Löwdin charge.
Geometry (Å):
N  -2.8076  4.9461  -2.8223  0.12
C  -1.6577  4.3663  -2.3369  -0.57
O  -0.7221  5.0567  -2.6720  0.04
N  -1.7393  3.0750  -1.7929  -0.01
C  -3.0777  2.3660  -1.5729  -0.02
C  -2.5826  0.9826  -1.5205  -0.19
N  -3.2188  -0.1336  -1.1933  0.17
C  -2.4820  -1.2225  -0.9118  -0.40
N  -3.2902  -2.2823  -0.7383  0.16
N  -1.1111  -1.3329  -0.8635  0.21
C  -0.5278  -0.1646  -1.0666  -0.25
C  0.9442  -0.0239  -0.9178  -0.14
C  1.6124  -0.3246  -2.1121  -0.41
Cl  0.6885  -0.9463  -3.6390  0.61
C  2.9978  -0.2075  -2.1208  -0.11
C  3.6469  0.3565  -1.0155  -0.62
Cl  5.3585  0.6558  -1.1171  0.68
C  2.9053  0.6399  0.1640  0.00
C  1.5459  0.4570  0.2211  -0.27
O  0.8530  0.5799  1.3963  -0.03
C  1.1441  -0.4944  2.3967  -0.08
C  0.6632  -1.9024  1.9070  -0.08
N  0.9739  -2.8996  2.9924  -0.15
C  2.2713  -3.1605  3.3056  -0.13
C  2.2378  -3.6809  4.5112  -0.11
C  0.8386  -3.8281  4.9558  -0.11
N  0.0991  -3.3032  3.9711  0.06
C  -1.2178  0.9247  -1.5412  -0.15
C  -0.6190  2.1711  -1.8895  -0.10
H  -2.7356  5.6974  -3.5056  0.11
H  -3.7500  4.4686  -2.7707  0.10
H  -3.4483  2.8377  -0.6549  0.14
H  -3.8274  2.4732  -2.3644  0.12
H  -4.2153  -1.9754  -0.5871  0.09
H  -2.9315  -3.0805  -0.3044  0.08
H  3.4938  -0.4003  -3.0039  0.08
H  3.5195  0.8627  1.0294  0.12
H  2.1776  -0.4529  2.5333  0.08
H  0.7269  -0.3785  3.4098  0.14
H  -0.4057  -1.7711  1.7398  0.11
H  1.0030  -2.2130  0.9379  0.11
H  3.1499  -3.1029  2.6829  0.13
H  3.0471  -3.9445  5.2004  0.09
H  0.5319  -4.4065  5.8183  0.09
H  0.2030  2.4731  -1.2447  0.14
H  -0.2655  2.2428  -2.8929  0.13

=====

The following M values (in g/mol) correspond, in order, to the records above: 308.3; 324.3; 786.0; 456.4; 734.2; 434.3.